# 1
Below is C42H67EuN4PSSbSe as an isolated structure at a distorted geometry, with properties calculated with ωB97M-V with the def2-TZVPD basis set.

Positions of all 118 atoms, in Å:
1 Eu 12.4930 -19.4327 -8.9363
2 C 15.3510 -20.4119 -6.8761
3 N 14.4788 -20.7675 -7.9895
4 C 14.7808 -21.8701 -8.6377
5 C 14.0301 -22.2821 -9.7777
6 C 14.1781 -23.5155 -10.5355
7 C 13.2179 -23.4135 -11.5468
8 C 12.5044 -22.2571 -11.3244
9 N 12.9530 -21.5597 -10.2667
10 C 14.6356 -19.9123 -5.6743
11 C 14.5307 -20.7378 -4.5596
12 C 13.9291 -20.3175 -3.3612
13 C 13.4456 -18.9959 -3.2937
14 C 13.5344 -18.1383 -4.4204
15 C 14.1056 -18.6101 -5.5941
16 H 16.0633 -19.6326 -7.2089
17 H 15.9470 -21.2968 -6.5951
18 H 15.6884 -22.4248 -8.3193
19 H 14.8570 -24.3405 -10.3330
20 H 13.0338 -24.1282 -12.3038
21 H 11.7170 -21.8621 -11.9131
22 H 15.0073 -21.7055 -4.6355
23 H 13.9504 -20.9641 -2.4744
24 H 13.0692 -18.5878 -2.3268
25 H 13.2439 -17.0971 -4.3760
26 H 14.1357 -17.9545 -6.4645
27 S 17.2841 -19.1587 -13.1035
28 C 16.8604 -17.5236 -12.7264
29 C 15.8036 -17.5330 -11.8441
30 N 15.2575 -18.7929 -11.5638
31 C 16.0457 -19.7288 -12.0508
32 H 17.4391 -16.7284 -13.0677
33 H 15.3098 -16.6759 -11.4386
34 H 15.8663 -20.7786 -11.8876
35 C 7.4933 -17.3684 -12.3706
36 C 8.1858 -16.1394 -11.8785
37 C 8.0041 -14.8874 -12.7081
38 Sb 10.2907 -16.8033 -11.4474
39 C 11.1299 -15.1829 -10.2253
40 C 10.8647 -13.7622 -10.7242
41 C 10.7117 -15.4172 -8.7875
42 C 11.4948 -16.7311 -13.3391
43 C 10.8448 -15.8721 -14.3777
44 C 11.8097 -18.1458 -13.8140
45 H 6.4908 -17.0694 -12.6603
46 H 7.4249 -18.2215 -11.6822
47 H 7.9921 -17.6822 -13.3015
48 H 7.9290 -15.9482 -10.8210
49 H 8.1419 -15.1463 -13.7560
50 H 8.7045 -14.0811 -12.4835
51 H 6.9971 -14.5365 -12.5456
52 H 12.2154 -15.4503 -10.2846
53 H 9.7701 -13.5563 -10.6451
54 H 11.2180 -13.5767 -11.7577
55 H 11.3486 -13.0241 -10.0949
56 H 9.6764 -15.0721 -8.6597
57 H 11.2930 -14.7498 -8.1552
58 H 10.7906 -16.4673 -8.4029
59 H 12.3892 -16.2366 -12.9804
60 H 10.0620 -16.4313 -14.9531
61 H 11.5712 -15.6126 -15.1316
62 H 10.3885 -14.9489 -14.0082
63 H 10.9058 -18.7202 -14.0606
64 H 12.4372 -18.7337 -13.0937
65 H 12.3945 -18.0879 -14.7208
66 Se 14.7892 -16.5546 -8.7132
67 C 14.8361 -14.9934 -7.6469
68 C 15.2885 -15.0822 -6.3257
69 C 15.2838 -13.9866 -5.4564
70 C 14.8421 -12.7414 -5.9623
71 C 14.4213 -12.6351 -7.2947
72 C 14.3717 -13.7150 -8.1440
73 H 15.6020 -16.0832 -6.0283
74 H 15.7248 -14.1216 -4.4659
75 H 14.8460 -11.8527 -5.2954
76 H 14.0416 -11.6529 -7.6311
77 H 13.9947 -13.6976 -9.1752
78 C 10.8267 -22.5392 -5.8720
79 C 9.4811 -22.5489 -6.6715
80 C 9.6951 -23.3432 -7.9742
81 C 8.3878 -23.2378 -5.8285
82 P 9.2998 -20.6722 -7.1784
83 N 10.6491 -20.0585 -7.6863
84 C 8.6316 -19.7209 -5.6364
85 C 8.8231 -18.2776 -6.0725
86 C 7.2003 -20.0040 -5.0948
87 C 9.6231 -19.9397 -4.4510
88 C 7.8557 -20.6065 -8.4607
89 C 7.2731 -19.1914 -8.7197
90 C 8.5256 -20.9231 -9.8205
91 C 6.6641 -21.5344 -8.2250
92 H 11.1555 -23.5633 -5.8483
93 H 10.7759 -22.1837 -4.8374
94 H 11.6062 -21.9223 -6.3916
95 H 9.9759 -24.3615 -7.7096
96 H 10.5245 -22.8958 -8.5395
97 H 8.8089 -23.3942 -8.5839
98 H 8.2516 -24.2417 -6.2055
99 H 7.4155 -22.7405 -5.9068
100 H 8.6499 -23.3694 -4.7660
101 H 8.2015 -17.9340 -6.8682
102 H 9.8805 -18.1197 -6.3563
103 H 8.6529 -17.6577 -5.2108
104 H 6.4198 -19.8577 -5.8555
105 H 6.9891 -19.3202 -4.2852
106 H 7.1093 -21.0164 -4.6773
107 H 10.6521 -19.8668 -4.7860
108 H 9.4278 -20.8596 -3.8966
109 H 9.4837 -19.1427 -3.7512
110 H 8.0742 -18.4521 -8.8874
111 H 6.6507 -18.7903 -7.8708
112 H 6.6050 -19.2169 -9.5994
113 H 9.2376 -20.1152 -10.0718
114 H 7.7778 -20.9594 -10.6070
115 H 9.0941 -21.8320 -9.8702
116 H 6.3156 -21.5022 -7.1721
117 H 6.8566 -22.6129 -8.4677
118 H 5.8690 -21.1922 -8.8777

HOMO-LUMO gap (spin up / spin down), eV: 4.23 / 6.90
Spin multiplicity: 7
Energy relative to the best compared isomer or geometry (same formula, charge and spin), eV: 0.056
HOMO (spin up / spin down), eV: -6.6 / -6.6
Molar mass, g mol⁻¹: 1043.75
Charge: 0

=====

# 2
Below is C42H70AsCrN10OSSi as an isolated structure, with properties calculated with ωB97M-V with the def2-TZVPD basis set.

Positions of all 127 atoms, in Å:
1 Cr -1.1392 0.0644 -0.8756
2 C 5.2081 -0.4799 -0.0609
3 N 3.9783 -0.8922 -0.6892
4 C 3.7407 -0.4224 -2.0325
5 C 3.1955 -1.9073 -0.1610
6 N 1.9175 -1.8258 -0.2345
7 C 1.1728 -3.0652 -0.1096
8 C -0.3112 -2.9542 -0.4470
9 N -0.7130 -2.0208 -1.5309
10 C 0.2624 -2.0750 -2.6277
11 C 0.1961 -0.8597 -3.5238
12 N 0.3333 0.3354 -2.6999
13 C 0.8483 1.3849 -3.2672
14 N 0.8913 1.5977 -4.6427
15 C -0.2002 1.2521 -5.5231
16 C 2.1366 1.9352 -5.2978
17 N 1.4570 2.3600 -2.5446
18 C 1.9468 2.1586 -1.1941
19 C 1.4966 3.7382 -2.9887
20 C -2.0504 -2.4777 -1.9685
21 C -2.8472 -1.4641 -2.7727
22 N -2.6362 -0.1106 -2.2543
23 C -3.5822 0.7674 -2.3842
24 N -3.3326 2.0796 -2.0643
25 C -4.3188 2.8152 -1.3028
26 C -2.3087 2.8456 -2.7293
27 N -4.8674 0.3718 -2.7570
28 C -5.6823 1.2897 -3.5277
29 C -5.6063 -0.4298 -1.7845
30 N 3.8897 -2.9869 0.3630
31 C 5.1760 -3.3841 -0.1587
32 C 3.5338 -3.5683 1.6375
33 H 6.1012 -0.8111 -0.6068
34 H 5.2523 -0.8706 0.9537
35 H 5.2388 0.6119 0.0024
36 H 4.0227 0.6273 -2.1150
37 H 2.6848 -0.5127 -2.2749
38 H 4.3320 -0.9842 -2.7708
39 H 1.1722 -3.4682 0.9120
40 H 1.6441 -3.8392 -0.7316
41 H -0.8993 -2.6445 0.4177
42 H -0.6374 -3.9667 -0.7246
43 H 0.1264 -2.9952 -3.2136
44 H 1.2524 -2.0940 -2.1756
45 H -0.7252 -0.8608 -4.1052
46 H 1.0197 -0.9389 -4.2457
47 H -1.1003 1.0547 -4.9500
48 H 0.0181 0.3726 -6.1396
49 H -0.4035 2.0925 -6.1937
50 H 2.9002 2.1457 -4.5551
51 H 2.0242 2.8158 -5.9378
52 H 2.4829 1.1037 -5.9224
53 H 1.8517 1.1166 -0.9000
54 H 1.3701 2.7538 -0.4966
55 H 2.9962 2.4677 -1.1489
56 H 2.5217 4.0592 -3.1997
57 H 1.0974 4.3802 -2.2018
58 H 0.8952 3.8693 -3.8840
59 H -1.9444 -3.4088 -2.5438
60 H -2.6051 -2.6762 -1.0531
61 H -3.8895 -1.7681 -2.6966
62 H -2.5979 -1.4817 -3.8388
63 H -3.7910 3.4897 -0.6314
64 H -4.8816 2.1286 -0.6744
65 H -4.9993 3.4143 -1.9184
66 H -2.7388 3.5131 -3.4896
67 H -1.6114 2.1661 -3.2052
68 H -1.7498 3.4365 -2.0063
69 H -5.0637 1.8228 -4.2482
70 H -6.2244 2.0177 -2.9159
71 H -6.4198 0.7085 -4.0845
72 H -4.9106 -0.9165 -1.0998
73 H -6.2154 -1.1796 -2.2956
74 H -6.2671 0.2048 -1.1841
75 H 5.3221 -2.9724 -1.1554
76 H 5.2106 -4.4743 -0.2339
77 H 6.0095 -3.0663 0.4801
78 H 4.3725 -3.4716 2.3360
79 H 2.6914 -3.0378 2.0653
80 H 3.2784 -4.6289 1.5452
81 C 0.4893 3.0126 2.0224
82 Si -1.0419 2.9890 0.9157
83 C -1.0003 4.7104 0.1138
84 C -2.6158 2.9330 1.9317
85 O -0.9182 1.7966 -0.1691
86 H 0.2843 3.4962 2.9780
87 H 1.3108 3.5518 1.5454
88 H 0.8354 1.9986 2.2271
89 H -0.9277 5.4390 0.9261
90 H -1.8946 4.9625 -0.4554
91 H -0.1346 4.8680 -0.5326
92 H -2.4113 3.0316 2.9988
93 H -3.1150 1.9760 1.7711
94 H -3.2986 3.7372 1.6479
95 S -2.6191 -0.6410 0.6423
96 C -2.3130 1.6393 5.9607
97 C -2.9456 0.7266 5.1280
98 C -2.2353 0.0838 4.1261
99 C -0.8783 0.3364 3.9514
100 C -0.2476 1.2463 4.7914
101 C -0.9620 1.8993 5.7877
102 As 0.0905 -0.5904 2.4981
103 C 1.7682 -0.7631 3.5291
104 C 2.8532 0.1000 3.5038
105 C 3.9763 -0.1686 4.2782
106 C 4.0148 -1.3074 5.0732
107 C 2.9450 -2.1908 5.0819
108 C 1.8246 -1.9273 4.3016
109 C 0.6576 -2.8192 4.1396
110 C 0.4871 -4.0425 4.7782
111 C -0.6444 -4.8032 4.5239
112 C -1.6075 -4.3461 3.6335
113 C -1.4466 -3.1237 2.9925
114 C -0.3135 -2.3639 3.2394
115 H -2.8693 2.1434 6.7410
116 H -4.0013 0.5209 5.2498
117 H -2.7428 -0.6004 3.4568
118 H 0.8099 1.4533 4.6808
119 H -0.4554 2.6063 6.4336
120 H 2.8301 0.9873 2.8808
121 H 4.8199 0.5107 4.2647
122 H 4.8853 -1.5112 5.6836
123 H 2.9957 -3.0858 5.6891
124 H 1.2305 -4.4034 5.4784
125 H -0.7778 -5.7524 5.0265
126 H -2.4919 -4.9409 3.4408
127 H -2.1974 -2.7510 2.3030

HOMO-LUMO gap (spin up / spin down), eV: 6.03 / 6.23
Spin multiplicity: 4
Energy relative to the best compared isomer or geometry (same formula, charge and spin), eV: 0.000
HOMO (spin up / spin down), eV: -5.7 / -5.9
Molar mass, g mol⁻¹: 918.16
Charge: 0

=====

# 3
Below is C42H70N4O18S7Zn as an isolated structure at a distorted geometry, with properties calculated with ωB97M-V with the def2-TZVPD basis set.

Positions of all 142 atoms, in Å:
1 Zn -2.4013 -2.3992 1.6514
2 C 0.4268 1.8265 1.2566
3 C -0.3131 0.6613 1.4133
4 C -0.6493 -0.1944 0.2117
5 O -1.3507 -1.2529 0.2691
6 C -0.1220 0.1550 -0.9999
7 C 0.6387 1.3392 -1.2486
8 C 0.9073 2.2530 -0.0179
9 O 1.5773 3.2773 -0.1971
10 O 1.0498 1.6480 -2.3597
11 O -0.6266 0.2974 2.5945
12 H 0.7012 2.3221 2.1769
13 H -0.3972 -0.4538 -1.8553
14 C -1.2388 1.4748 -4.5144
15 C -2.5283 1.1602 -3.9068
16 N -3.5687 0.9210 -3.4826
17 H -0.9618 2.5253 -4.4320
18 H -1.3151 1.1987 -5.5647
19 H -0.4281 0.9619 -3.9996
20 C -0.2931 4.5999 -2.2676
21 C -1.5269 5.0438 -2.8869
22 N -2.4944 5.3436 -3.4230
23 H -0.4172 4.2027 -1.2631
24 H 0.3406 5.4744 -2.0913
25 H 0.2903 3.9112 -2.8729
26 C 3.6527 -0.0665 -0.8983
27 C 3.2409 -1.4561 -0.7687
28 N 2.9794 -2.5724 -0.6868
29 H 4.7367 0.0425 -0.8905
30 H 3.2207 0.5215 -0.0867
31 H 3.3285 0.3916 -1.8334
32 C 3.5317 4.4811 1.7448
33 C 4.4483 5.4787 2.2883
34 N 5.1876 6.2262 2.7466
35 H 2.6118 4.9637 1.4122
36 H 3.1789 3.7427 2.4611
37 H 3.9487 3.9724 0.8803
38 C 2.6140 2.2910 5.1922
39 C 1.7546 3.5526 4.9951
40 C 1.0767 3.8053 6.3384
41 S 0.5142 2.1427 6.8867
42 O -0.8259 1.9053 6.4156
43 O 0.9657 1.9339 8.2583
44 C 1.6215 1.2563 5.7197
45 H 3.3576 2.5381 5.9558
46 H 3.1884 1.9443 4.3360
47 H 1.0647 3.4218 4.1608
48 H 2.3647 4.4367 4.7966
49 H 0.1957 4.4335 6.2131
50 H 1.7415 4.2412 7.0790
51 H 0.9445 0.9719 4.9074
52 H 2.0844 0.3413 6.0846
53 C 3.0528 -1.6195 -4.3417
54 C 3.0287 -2.3534 -5.7004
55 C 1.7065 -3.1535 -5.6306
56 S 0.5007 -1.9159 -5.0585
57 O -0.3566 -2.4581 -4.0138
58 O -0.0733 -1.2418 -6.2089
59 C 1.7644 -0.8228 -4.3283
60 H 3.9049 -0.9431 -4.2433
61 H 3.1911 -2.3485 -3.5428
62 H 3.8358 -3.0766 -5.8261
63 H 3.1441 -1.6315 -6.5069
64 H 1.6648 -3.8694 -4.8115
65 H 1.2943 -3.5377 -6.5608
66 H 1.4551 -0.4841 -3.3386
67 H 1.6393 0.0456 -4.9765
68 C 2.3878 -1.8723 4.3683
69 C 2.7131 -2.9311 3.3136
70 C 1.5137 -2.8829 2.3370
71 S 0.2090 -3.1478 3.5485
72 O 0.2767 -4.5473 3.8986
73 O -1.0772 -2.6162 3.0848
74 C 0.9098 -2.0704 4.8056
75 H 2.4910 -0.8664 3.9619
76 H 3.0675 -1.9513 5.2160
77 H 2.7680 -3.9254 3.7611
78 H 3.6425 -2.8523 2.7506
79 H 1.4482 -3.6024 1.5277
80 H 1.4245 -1.8625 1.9568
81 H 0.7132 -2.4703 5.7974
82 H 0.3870 -1.1167 4.7134
83 C -5.7180 1.6437 4.1610
84 C -4.3734 1.9110 4.9061
85 C -3.3896 0.7834 4.6117
86 S -4.3693 -0.5157 3.8059
87 O -4.9935 -1.3112 4.8511
88 O -3.5609 -1.2050 2.8058
89 C -5.5316 0.6351 3.0310
90 H -6.2294 2.5379 3.8162
91 H -6.3398 1.1436 4.9067
92 H -4.4983 1.8672 5.9898
93 H -3.9996 2.9101 4.6943
94 H -2.7603 0.4592 5.4339
95 H -2.7123 1.1981 3.8576
96 H -6.4025 0.0596 2.7250
97 H -5.0732 1.0606 2.1390
98 C -2.1487 -5.7765 -2.2538
99 C -1.8669 -4.2818 -2.4688
100 C -0.5431 -4.0741 -1.7630
101 S -0.7301 -4.9465 -0.1715
102 O -1.3355 -3.9547 0.7161
103 O 0.4721 -5.7044 0.1152
104 C -2.0865 -6.0499 -0.7600
105 H -1.3951 -6.3122 -2.8328
106 H -3.1526 -6.0388 -2.5922
107 H -2.5730 -3.6929 -1.8770
108 H -1.7294 -4.0001 -3.5096
109 H -0.2538 -3.0588 -1.4860
110 H 0.2793 -4.5079 -2.3334
111 H -2.9810 -5.6626 -0.2708
112 H -1.8914 -7.0614 -0.4153
113 C 4.2026 3.9733 -2.0829
114 C 3.3203 4.2101 -3.3281
115 C 3.3162 2.9689 -4.1742
116 S 4.9971 2.3024 -4.0614
117 O 5.8058 2.7496 -5.1726
118 O 4.9547 0.8755 -3.7453
119 C 5.4822 3.3715 -2.6517
120 H 3.6612 3.3345 -1.3829
121 H 4.3347 4.9208 -1.5614
122 H 3.6270 5.0507 -3.9633
123 H 2.3412 4.5289 -2.9725
124 H 3.0601 2.9889 -5.2291
125 H 2.6616 2.3231 -3.5755
126 H 6.0977 4.1261 -3.1394
127 H 6.1309 2.7943 -1.9940
128 C -4.7790 -2.3171 -3.0510
129 C -5.8308 -3.1149 -2.2482
130 C -6.1970 -2.3266 -0.9896
131 S -4.6331 -1.5760 -0.4387
132 O -3.7938 -2.5958 0.2117
133 O -4.9048 -0.3239 0.2170
134 C -4.0519 -1.2995 -2.1416
135 H -5.3247 -1.8142 -3.8470
136 H -4.0686 -2.9936 -3.5195
137 H -5.4322 -4.0956 -1.9808
138 H -6.7268 -3.2767 -2.8440
139 H -6.6900 -2.8949 -0.2011
140 H -6.9232 -1.5588 -1.2597
141 H -2.9685 -1.1898 -2.1650
142 H -4.4363 -0.3085 -2.3915

HOMO-LUMO gap, eV: 7.23
HOMO, eV: -7.4
Molar mass, g mol⁻¹: 1208.89
Charge: 0

=====

Number 1: calculated total energy -5951.03017 a.u.. Number 2: calculated total energy -6233.17590 a.u.. Number 3: calculated total energy -7782.25627 a.u..